{"formula": "C15H8ClF7NO2Rh", "method": "wB97M-V/def2-TZVPD", "max_force_ev_per_a": 1.62, "e_homo_ha": -0.3398, "gap_ev": 8.2, "e_tot_ev": -55823.2755, "symbols": ["Rh", "F", "C", "C", "C", "C", "C", "F", "C", "C", "C", "C", "C", "C", "N", "H", "H", "H", "H", "H", "H", "F", "C", "F", "C", "F", "F", "F", "Cl", "C", "C", "O", "O", "H", "H"], "positions_angstrom": [[1.167, -0.010, 0.202], [1.960, 0.758, -5.010], [1.101, 0.745, -3.980], [1.598, 0.582, -2.699], [0.702, 0.551, -1.643], [-0.677, 0.698, -1.885], [-1.113, 0.869, -3.191], [-2.429, 1.012, -3.445], [-0.245, 0.889, -4.260], [-1.501, 0.572, -0.687], [-2.879, 0.712, -0.569], [-3.480, 0.499, 0.657], [-2.709, 0.163, 1.761], [-1.345, 0.056, 1.597], [-0.767, 0.263, 0.410], [2.669, 0.505, -2.553], [-0.603, 1.021, -5.270], [-3.462, 0.967, -1.438], [-4.554, 0.590, 0.751], [-3.145, -0.006, 2.733], [-0.675, -0.184, 2.410], [-0.222, -2.119, -1.069], [0.933, -1.858, -0.404], [1.974, -2.145, -1.239], [0.992, -2.899, 0.744], [2.200, -2.929, 1.295], [0.089, -2.605, 1.689], [0.709, -4.120, 0.278], [3.537, 0.664, 4.738], [1.918, 1.146, 4.169], [1.808, 1.046, 2.658], [1.562, 2.044, 1.976], [1.933, -0.117, 2.149], [1.744, 2.168, 4.487], [1.207, 0.470, 4.639]]}